Formula: C22H33B3Ca2F24N6O12S4
Source: the OMol25 dataset
Level of theory: ωB97M-V/def2-TZVPD

Output
E_LUMO (eV): -1.262
Total energy (hartree): -7509.90190
Largest force on an atom (Eh/bohr): 0.0691

```
106
C22H33B3Ca2F24N6O12S4 (ωB97M-V/def2-TZVPD)
Ca 15.63074 6.59763 -15.15898
Ca 12.87656 11.31199 -15.64797
C 22.21554 13.61769 -19.83883
C 22.19130 13.42698 -18.31482
N 20.99841 13.97871 -17.69033
C 20.10290 13.31577 -16.87841
C 19.19524 14.18180 -16.42162
N 19.49032 15.42837 -16.96905
C 20.57706 15.24372 -17.73771
C 18.62177 16.61222 -16.96846
H 21.72237 12.81282 -20.37314
H 23.24277 13.74079 -20.18476
H 21.83877 14.61971 -20.05631
H 23.08654 13.93667 -17.96164
H 22.19552 12.37207 -18.05360
H 20.11338 12.23708 -16.88229
H 18.41829 14.12687 -15.67737
H 21.15820 16.06052 -18.13625
H 19.31931 17.44872 -16.96384
H 17.89810 16.56229 -16.16327
H 18.09296 16.64113 -17.91989
C 18.41902 11.33119 -10.36640
C 19.81821 10.75615 -10.35745
N 20.10658 9.98578 -11.57314
C 19.37254 8.83934 -11.94904
C 19.91860 8.46783 -13.10645
N 21.00802 9.25428 -13.42855
C 21.05542 10.20451 -12.49428
C 21.80952 9.05727 -14.60365
H 17.64500 10.63324 -10.66651
H 18.53735 12.21777 -10.99211
H 18.12706 11.66068 -9.36745
H 20.00555 10.20506 -9.42800
H 20.64476 11.46193 -10.23395
H 18.46894 8.44861 -11.50355
H 19.71354 7.66699 -13.80044
H 21.81808 10.96439 -12.46677
H 21.65492 8.07356 -15.05160
H 22.86565 9.17750 -14.38414
H 21.41981 9.64669 -15.43899
C 16.46658 8.04646 -9.39701
C 15.31426 8.49991 -8.52369
N 14.88288 9.87812 -8.72401
C 14.09858 10.60147 -7.83812
C 13.56203 11.64030 -8.54690
N 13.96360 11.49464 -9.84187
C 14.68724 10.39065 -9.95052
C 13.51796 12.27194 -10.98275
H 16.44262 8.17606 -10.47509
H 16.71860 7.01396 -9.16192
H 17.35865 8.57215 -9.02452
H 15.60874 8.41233 -7.47781
H 14.39684 7.93249 -8.70082
H 14.12230 10.39614 -6.78278
H 13.08448 12.53789 -8.19383
H 15.06482 9.96499 -10.87171
H 13.90986 13.28359 -10.84378
H 12.43627 12.37038 -11.02154
H 13.92075 11.92128 -11.92163
B 16.10038 5.88777 -11.56716
F 15.23793 6.46516 -10.61181
F 17.32406 6.55874 -11.45195
F 16.22254 4.49542 -11.42322
F 15.53347 6.06284 -12.87092
B 18.02546 5.57694 -15.37939
F 19.28237 5.00093 -15.35543
F 18.00559 6.90256 -14.81801
F 17.58171 5.86653 -16.66517
F 17.07993 4.67667 -14.84870
B 11.24703 12.84539 -13.85760
F 10.00466 12.49614 -13.33466
F 12.29016 11.91784 -13.60541
F 11.11473 12.77272 -15.25670
F 11.48443 14.19097 -13.53726
C 13.80481 8.24364 -18.97757
F 13.23307 9.03169 -19.89067
F 12.83282 7.74560 -18.20445
F 14.48664 7.30789 -19.62657
S 14.97182 9.16358 -17.79261
O 15.94328 9.79671 -18.65687
O 14.05635 10.03187 -17.02244
O 15.53722 8.13521 -16.94750
C 17.36979 10.72430 -14.92618
F 18.24072 9.73063 -15.11922
F 18.01701 11.78377 -14.41073
F 16.94859 11.09608 -16.12523
S 15.90977 10.05513 -13.91586
O 14.77168 10.84934 -14.33917
O 15.78430 8.66812 -14.28774
O 16.29129 10.21208 -12.49783
C 12.22027 8.25890 -12.38446
F 11.42447 9.31203 -12.19531
F 13.44210 8.46227 -11.92741
F 11.69578 7.25476 -11.70502
S 12.27975 7.82031 -14.26531
O 13.61509 7.27194 -14.38690
O 11.20487 6.88400 -14.46363
O 12.23255 9.11958 -14.92917
C 15.44192 14.78588 -14.28852
F 16.22391 15.86871 -14.34806
F 16.10514 13.73830 -13.82623
F 14.41819 15.00898 -13.47609
S 14.76653 14.49823 -16.00076
O 14.10834 13.17015 -15.92577
O 13.78521 15.58399 -16.17288
O 15.91503 14.52559 -16.85744
```